# 1
Here is C2H4ClOP in the gas phase at a distorted geometry from the OMol25 dataset. Energies are from ωB97M-V with the def2-TZVPD basis set.

```
! RIJCOSX wB97M-V def2-TZVPD def2/J DEFGRID3
* xyz 0 1
O 2.1998 1.0977 -0.5329
P 0.8892 1.7023 -0.5489
C -0.2807 0.1951 -0.7299
C -0.4377 -0.6343 0.7055
Cl -0.4208 0.2413 2.2581
H 0.1172 -0.6060 -1.3109
H -1.2108 0.5361 -1.1047
H 0.4819 -1.3422 0.4409
H -1.3382 -1.1901 0.8229
*
```

Calculated values
Frontier orbital gap in eV: 8.74
Energy above the lowest of the compared OMol25 structures with the same formula, charge and spin in eV: 1.572
HOMO level in eV: -9.48
Structure (SMILES): O=PCCCl
LUMO in Eh: -0.0270

---

# 2
Here is a molecular structure, C26H48N2O2PS5Se5SiTa at a distorted geometry from the OMol25 dataset. Energies are from ωB97M-V with the def2-TZVPD basis set.

```
! RIJCOSX wB97M-V def2-TZVPD def2/J DEFGRID3
* xyz 0 1
Ta 1.9212 1.7764 0.3393
O -2.0982 5.1645 5.1169
C -1.4775 4.5670 4.3017
S -0.4650 3.1573 4.7514
C 0.0878 2.9233 3.0795
C -0.2205 3.8574 2.1326
S 0.3830 3.8296 0.4965
S -1.2720 5.1635 2.6567
S 1.0516 1.5788 2.5595
Se 2.5607 2.8897 -1.8185
Se 3.8922 4.6854 -1.4105
Se 5.3004 3.6747 0.1030
Se 3.7699 3.0393 1.7385
C 4.2700 -3.0643 -1.0183
Si 4.3840 -1.2162 -0.8423
C 6.1030 -0.7062 -0.3232
C 4.1192 -0.4588 -2.5466
Se 2.9601 -0.5913 0.8910
H 3.4437 -3.5793 -0.5266
H 5.1050 -3.5333 -0.6328
H 4.1762 -3.3336 -2.1191
H 6.7139 -0.3853 -1.1660
H 6.5777 -1.4851 0.1996
H 5.8762 0.1505 0.3543
H 4.6606 -1.0203 -3.3096
H 4.3206 0.6715 -2.6053
H 3.0190 -0.4181 -2.7040
O 0.3005 0.9992 -0.7927
P -1.0912 0.3105 -0.8955
C -0.7544 -1.4492 -0.7741
C 0.5287 -1.8719 -1.5508
C 0.5192 -3.3918 -1.7770
C -0.1495 -4.0942 -0.6365
C -1.6443 -3.7801 -0.7912
C -1.8925 -2.3118 -1.2146
C -2.2470 0.8844 0.4090
C -2.0867 0.2372 1.7933
C -3.2107 -0.8185 2.0807
C -4.6390 -0.2271 1.8614
C -4.8552 0.1793 0.4147
C -3.7324 1.1337 -0.0348
C -1.7570 0.7018 -2.5209
C -1.0955 0.1851 -3.8026
C 0.1755 0.9362 -4.2091
C -0.0373 2.4006 -4.3969
C -0.7283 3.0458 -3.2011
C -1.9321 2.1916 -2.6368
H -0.5538 -1.6086 0.2826
H 1.3580 -1.5672 -0.9145
H 0.7035 -1.2581 -2.4481
H 1.5224 -3.6791 -1.8408
H -0.0526 -3.7101 -2.6215
H 0.1966 -3.6760 0.3242
H -0.0790 -5.1803 -0.6753
H -2.2322 -3.9394 0.1305
H -2.0820 -4.3975 -1.5961
H -2.9561 -2.0352 -0.9246
H -1.9857 -2.1864 -2.2942
H -1.7889 1.8805 0.4583
H -2.2478 1.0623 2.5029
H -1.1220 -0.1218 2.1236
H -3.2286 -1.2203 3.1292
H -3.1130 -1.6798 1.4369
H -4.8266 0.7219 2.4635
H -5.3494 -1.0114 2.1649
H -5.7666 0.7754 0.3601
H -4.9271 -0.6737 -0.2719
H -3.9796 2.0838 0.4724
H -3.8028 1.2521 -1.0683
H -2.7956 0.1883 -2.4847
H -1.8440 0.2909 -4.6232
H -0.8610 -0.9379 -3.7257
H 0.5634 0.4737 -5.1137
H 0.9713 0.8280 -3.5025
H -0.5487 2.6520 -5.3549
H 0.9432 2.8554 -4.5274
H -1.0714 4.1139 -3.4146
H 0.0134 3.1741 -2.4149
H -2.6905 2.4004 -3.4451
H -2.3900 2.8027 -1.7549
C 0.4340 -0.0424 5.8779
N -0.1930 -0.7729 4.8317
C 0.4470 -1.7943 4.1946
N 1.8265 -1.9215 4.3643
S -0.4002 -2.8255 3.1663
H -0.4199 0.4896 6.3471
H 1.0763 0.7178 5.4394
H 1.0100 -0.6439 6.6300
H -1.1664 -0.7040 4.7613
H 2.3504 -1.0787 4.5923
H 2.2250 -2.6948 3.9406
*
```

Calculated values
Frontier orbital gap (spin up / spin down) in eV: 6.23 / 6.23
Energy above the lowest of the compared OMol25 structures with the same formula, charge and spin in eV: 0.104
HOMO level (spin up / spin down) in eV: -7.51 / -7.51
LUMO (spin up / spin down) in Eh: -0.0471 / -0.0471

---

# 3
Here is 4 unconnected molecules or ions with the total composition C4H17N2O2 at a distorted geometry from the OMol25 dataset. Energies are from ωB97M-V with the def2-TZVPD basis set.

```
! RIJCOSX wB97M-V def2-TZVPD def2/J DEFGRID3
* xyz 1 1
C 2.5461 0.1437 0.7121
N 2.5228 -1.2354 0.8782
C 2.0712 0.5991 -0.6488
N 1.5238 1.8456 -0.4769
C -6.6934 -0.1740 0.1085
C 3.2878 0.7052 -1.6226
H 3.5503 0.6327 0.7184
H 1.9567 0.6583 1.5805
H 2.8047 -1.5343 1.7903
H 1.5259 -1.7299 0.5842
H 1.4524 -0.1584 -1.1864
H 1.3492 2.2786 -1.3156
H -7.4451 0.4763 0.4054
H -5.6961 0.0703 0.2265
H -6.6723 -0.2832 -0.9740
H -7.0058 -1.1523 0.3984
H 4.0071 -0.1073 -1.4869
H 3.8203 1.6401 -1.4883
H 2.9690 0.6133 -2.6149
H -0.5090 -2.7139 0.3097
H -0.3507 -0.6639 0.7326
O 0.1150 -1.9502 0.1881
H -1.2056 0.0661 1.9356
H 0.6992 1.7676 0.1068
O -0.6235 0.2060 1.1392
*
```

Calculated values
Frontier orbital gap in eV: 4.68
Energy above the lowest of the compared OMol25 structures with the same formula, charge and spin in eV: 8.710
HOMO level in eV: -14.26
LUMO in Eh: -0.3521

---

# 4
Here is 4 unconnected molecules or ions with the total composition CH11NO3 at a distorted geometry from the OMol25 dataset. Energies are from ωB97M-V with the def2-TZVPD basis set.

```
! RIJCOSX wB97M-V def2-TZVPD def2/J DEFGRID3
* xyz 0 1
C -1.7250 0.9998 -0.2341
N -0.4106 1.5768 -0.6298
H -2.3236 1.5485 0.4999
H -2.4163 0.8635 -1.1141
H -1.6597 -0.1444 0.1455
H -0.0096 1.7954 0.3216
H -0.5260 2.5155 -1.1574
O 0.5547 -2.8797 0.9977
H 0.5611 -2.7761 0.0417
H 1.4897 -2.7349 1.2707
O 1.4250 0.6196 1.9143
H 1.5015 -0.2172 2.3223
H 1.6535 0.3790 0.9612
O 0.9878 -0.6701 -1.6306
H 0.5931 0.2118 -1.4943
H 0.3044 -1.0875 -2.2147
*
```

Calculated values
Frontier orbital gap in eV: 10.88
Energy above the lowest of the compared OMol25 structures with the same formula, charge and spin in eV: 1.094
HOMO level in eV: -10.23
Structure (SMILES): CN.O.O.O
LUMO in Eh: 0.0238

---

# 5
Here is a molecular structure, C42H54BrN2NiOS2Si2 from the OMol25 dataset. Energies are from ωB97M-V with the def2-TZVPD basis set.

```
! RIJCOSX wB97M-V def2-TZVPD def2/J DEFGRID3
* xyz -1 3
Ni 0.0371 0.0896 -0.0273
C -0.5933 -1.5656 2.9540
Si 0.2230 -0.0497 2.2153
C -0.6024 1.4030 3.0833
C 2.0161 -0.0760 2.8077
C 2.4264 -0.1696 4.1474
C 3.7756 -0.1960 4.4783
C 4.7360 -0.1304 3.4699
C 4.3374 -0.0372 2.1423
C 2.9760 -0.0080 1.7997
Si 2.3070 0.1051 0.0316
C 3.1013 -1.3167 -0.9042
C 3.1091 1.6530 -0.6738
H -0.4774 -1.5301 4.0451
H -0.1335 -2.4857 2.5779
H -1.6633 -1.6015 2.7196
H -0.5433 1.2531 4.1697
H -1.6583 1.4818 2.8003
H -0.1097 2.3500 2.8346
H 1.6838 -0.2241 4.9421
H 4.0837 -0.2707 5.5161
H 5.7909 -0.1549 3.7241
H 5.0964 0.0111 1.3630
H 4.1340 -1.0358 -1.1489
H 2.5672 -1.5290 -1.8363
H 3.1153 -2.2288 -0.2993
H 4.1969 1.5013 -0.6909
H 2.8841 2.5235 -0.0481
H 2.7685 1.8556 -1.6958
S 0.2675 0.2135 -2.3755
C 0.2070 1.8754 -2.7908
N 0.4783 2.2491 -4.0927
C 0.6645 3.6492 -4.4107
C -0.3881 4.4568 -3.7031
N -0.3089 4.1846 -2.2829
C -0.4414 5.3310 -1.4026
C 0.7987 6.1979 -1.4371
C 0.7499 7.5289 -1.8301
C 1.9081 8.3013 -1.8707
C 3.1269 7.7402 -1.5212
C 3.1845 6.4039 -1.1303
C 2.0292 5.6381 -1.0897
C -0.1130 2.8945 -1.8333
S -0.2070 2.5610 -0.1574
C 0.6292 1.3131 -5.1950
C -0.5445 1.3933 -6.1473
C -1.8185 1.0664 -5.6813
C -2.9171 1.1538 -6.5229
C -2.7588 1.5711 -7.8424
C -1.4958 1.8981 -8.3122
C -0.3945 1.8093 -7.4640
H 0.5784 3.7813 -5.4889
H 1.6559 3.9957 -4.0950
H -1.3763 4.1960 -4.1028
H -0.2172 5.5210 -3.8686
H -0.6120 4.9591 -0.3977
H -1.3171 5.9171 -1.6961
H -0.2047 7.9684 -2.1066
H 1.8559 9.3384 -2.1805
H 4.0297 8.3380 -1.5534
H 4.1324 5.9579 -0.8551
H 2.0697 4.5922 -0.7910
H 0.7047 0.3142 -4.7791
H 1.5613 1.5206 -5.7276
H -1.9366 0.7421 -4.6503
H -3.9007 0.8923 -6.1512
H -3.6181 1.6395 -8.4988
H -1.3644 2.2255 -9.3371
H 0.5955 2.0654 -7.8313
C -4.9551 -6.3046 0.1784
C -5.1329 -4.7858 0.1910
C -6.0256 -4.3991 -0.9973
C -5.8474 -4.3988 1.4944
C -3.7925 -4.0555 0.0957
C -3.7494 -2.6636 0.0877
C -2.5351 -2.0247 0.0014
Br -2.5135 -0.1161 0.0218
C -1.2628 -2.6504 -0.0842
O -0.1640 -1.9755 -0.1532
C -1.3235 -4.0741 -0.0561
C -2.5644 -4.7057 0.0234
C -0.0780 -4.9812 -0.0975
C -0.1500 -5.8913 -1.3371
C 1.2547 -4.2273 -0.1661
C -0.0401 -5.8517 1.1717
H -5.9347 -6.7870 0.2409
H -4.3570 -6.6454 1.0280
H -4.4702 -6.6438 -0.7412
H -6.9853 -4.9263 -0.9477
H -5.5359 -4.6563 -1.9402
H -6.2293 -3.3252 -1.0088
H -6.8080 -4.9201 1.5793
H -6.0400 -3.3238 1.5378
H -5.2313 -4.6623 2.3580
H -4.6555 -2.0684 0.1529
H -2.5657 -5.7883 0.0372
H -0.1951 -5.2869 -2.2473
H -1.0276 -6.5423 -1.3200
H 0.7415 -6.5256 -1.3896
H 1.3243 -3.6039 -1.0575
H 2.0634 -4.9671 -0.1866
H 1.3992 -3.5725 0.6948
H -0.9170 -6.4969 1.2571
H 0.0014 -5.2193 2.0631
H 0.8502 -6.4897 1.1620
*
```

Calculated values
Frontier orbital gap (spin up / spin down) in eV: 5.91 / 6.42
Energy above the lowest of the compared OMol25 structures with the same formula, charge and spin in eV: 0.000
HOMO level (spin up / spin down) in eV: -3.56 / -4.31
LUMO (spin up / spin down) in Eh: 0.0863 / 0.0776

---

# 6
Here is a molecular structure, C19H13Cl3N2O4ReSbSe4 from the OMol25 dataset. Energies are from ωB97M-V with the def2-TZVPD basis set.

```
! RIJCOSX wB97M-V def2-TZVPD def2/J DEFGRID3
* xyz 1 2
Re -0.0269 -0.2778 -1.6486
C -2.9531 -0.6320 -2.8729
O -2.1115 -0.4830 -1.7022
C -2.7145 -0.4657 -0.4397
C -4.0713 -0.6095 -0.2397
C -4.5491 -0.5727 1.0644
C -3.6818 -0.3915 2.1311
C -2.3225 -0.2366 1.9136
C -1.8340 -0.2756 0.6176
N -0.4623 -0.1160 0.2591
N 0.3459 0.1363 1.2397
C 1.6150 0.4548 1.0933
C 2.2711 0.7534 -0.1608
O 1.7151 0.6168 -1.3204
C 3.5843 1.2745 -0.1521
C 4.2476 1.4498 1.0195
C 3.6766 1.1313 2.2886
C 4.4119 1.3137 3.4707
C 3.8548 1.0020 4.6870
C 2.5515 0.5001 4.7383
C 1.8154 0.3136 3.5874
C 2.3637 0.6330 2.3425
H -3.4715 -1.5865 -2.8065
H -2.2816 -0.6200 -3.7242
H -3.6442 0.2069 -2.9201
H -4.7503 -0.7580 -1.0655
H -5.6099 -0.6853 1.2394
H -4.0663 -0.3629 3.1409
H -1.6391 -0.0784 2.7340
H 4.0266 1.5224 -1.1065
H 5.2565 1.8456 1.0017
H 5.4209 1.7012 3.4078
H 4.4189 1.1408 5.5987
H 2.1125 0.2503 5.6950
H 0.8134 -0.0851 3.6434
Cl -0.7298 2.6089 -5.1678
C 0.5276 2.0372 -4.0823
Cl 2.1039 2.5945 -4.5610
Cl 0.5195 0.2038 -4.1377
C 0.1597 2.5016 -2.6250
O 0.5319 3.5599 -2.2283
O -0.6069 1.6366 -2.0145
Se -2.1930 -4.8451 -4.8333
Sb -1.9884 -5.1084 -2.5394
Se -2.8616 -3.9842 -0.6816
Se -0.3697 -6.8426 -1.8412
Se 0.5949 -2.3724 -2.0426
*
```

Calculated values
Frontier orbital gap (spin up / spin down) in eV: 5.76 / 5.70
Energy above the lowest of the compared OMol25 structures with the same formula, charge and spin in eV: 0.000
HOMO level (spin up / spin down) in eV: -11.19 / -11.19
LUMO (spin up / spin down) in Eh: -0.1994 / -0.2018